Record 1
The following is a DFT calculation (wB97M-V/def2-TZVPD) of a molecular structure, C14H28AlN3O3P.

- net charge = -1
- spin multiplicity = 1
- highest occupied orbital energy (eV) = -4.2
- Kohn-Sham gap (Eh) = 0.2505

```
50
C14H28AlN3O3P, DFT wB97M-V/def2-TZVPD
C 5.33722 -2.45076 0.22744
C 5.37202 -1.26839 -0.90890
O 6.60391 -1.42631 -1.72758
C 4.08678 -1.28423 -1.94783
O 2.88087 -1.57593 -1.15643
Al 1.29800 -1.35962 -2.15936
C 0.42175 -3.20834 -2.33050
C 1.15809 -4.30589 -1.33341
C 1.01824 -3.94510 0.26914
O 2.56678 -4.55866 -1.69407
P -0.01178 0.19557 -1.01448
N -1.04596 -0.53708 0.03271
H 5.27660 -1.91293 1.28675
H 4.45578 -3.21562 0.12437
H 6.33593 -3.09367 0.11112
H 5.34622 -0.22025 -0.35020
H 6.55096 -0.65712 -2.38037
H 4.03356 -0.26270 -2.54315
H 4.34020 -2.11451 -2.75946
H 1.53395 -0.80024 -3.62091
H -0.70952 -3.09094 -1.98874
H 0.41685 -3.64551 -3.43809
H 0.57361 -5.33001 -1.50754
H 1.87580 -3.25184 0.67733
H -0.01854 -3.39059 0.41139
H 0.97620 -4.91832 0.93706
H 2.64336 -5.05425 -2.56806
H 0.89185 1.01972 -0.23872
H -0.73495 0.99702 -1.99287
H -2.01705 -0.22676 -0.25994
N -1.05041 5.74689 0.47929
C -0.50491 4.73461 -0.26652
C -1.07610 3.54992 0.14147
C -2.00303 3.85933 1.16534
C -1.96887 5.22318 1.35156
H -0.81310 6.72706 0.39809
H 0.24216 4.94317 -1.02058
H -0.85049 2.56898 -0.25626
H -2.62862 3.16239 1.70791
H -2.51710 5.86397 2.02921
N -5.07591 1.18300 2.26703
C -5.52757 0.98968 3.54655
C -6.41458 2.00065 3.84211
C -6.50555 2.82952 2.69845
C -5.67086 2.29970 1.74006
H -4.40874 0.59340 1.78650
H -5.17886 0.15245 4.13617
H -6.94034 2.12678 4.77966
H -7.11487 3.71695 2.58587
H -5.44895 2.62163 0.73135
```

=====

Record 2
The following is a DFT calculation (wB97M-V/def2-TZVPD) of a molecular structure, C14H28AuF6O3Sb.

- net charge = +2
- spin multiplicity = 3
- highest occupied orbital energy (alpha / beta) (eV) = -16.0 / -16.5
- Kohn-Sham gap (alpha / beta) (Eh) = 0.3511 / 0.2229

```
53
C14H28AuF6O3Sb, DFT wB97M-V/def2-TZVPD
Au 0.73394 0.18222 0.02622
C 0.43111 -0.30363 3.27384
O 0.45037 -1.11021 2.07671
C 1.51975 -2.07021 2.11018
C 1.59009 -2.78197 0.79581
O 2.00850 -1.85339 -0.20718
C 2.13574 -2.45369 -1.50690
H 0.28025 -0.94463 4.14170
H -0.39908 0.39391 3.18539
H 1.36653 0.24573 3.38067
H 1.32930 -2.79546 2.90302
H 2.46397 -1.55896 2.31646
H 0.61867 -3.21068 0.52923
H 2.31755 -3.59268 0.87075
H 2.80809 -3.30997 -1.45281
H 2.55785 -1.70513 -2.17128
H 1.16248 -2.78376 -1.87740
C -2.62517 -3.42582 -1.18962
C -2.49826 -2.12065 -1.96025
Sb -1.72872 -0.48722 -0.82661
C -2.00305 1.24867 -2.05820
C -1.22887 1.13565 -3.36891
C -2.89891 -0.38649 0.95305
C -4.35580 -0.07375 0.60565
H -3.21032 -4.12334 -1.79072
H -3.14679 -3.30481 -0.24012
H -1.65738 -3.89029 -1.00427
H -3.46820 -1.68948 -2.22970
H -1.89739 -2.20672 -2.86219
H -1.70157 2.10144 -1.45155
H -3.08598 1.28345 -2.20586
H -0.15087 1.08442 -3.21115
H -1.42363 2.02661 -3.96717
H -1.53947 0.27648 -3.96372
H -2.43397 0.38238 1.56865
H -2.76926 -1.35045 1.44238
H -4.46798 0.87847 0.08619
H -4.92199 -0.00015 1.53565
H -4.82016 -0.85960 0.00857
C 3.73617 3.20649 1.31185
C 2.43632 2.69267 0.63428
O 2.27340 1.37191 0.96765
C 1.23468 3.48676 1.23107
F 1.33091 4.77028 0.98105
F 0.08472 3.02814 0.69138
F 1.17384 3.27214 2.53854
C 2.56281 2.83310 -0.89947
F 2.73540 4.07619 -1.28652
F 3.56923 2.07670 -1.31863
F 1.43560 2.35504 -1.49671
H 3.65646 3.08612 2.38869
H 3.84625 4.25886 1.05669
H 4.58282 2.63934 0.93566
```

=====

Record 3
The following is a DFT calculation (wB97M-V/def2-TZVPD) of a molecular structure, C14H28BN8RuS2.

- net charge = +2
- spin multiplicity = 2
- ΔE to the lowest compared entry with this formula, charge and spin (kcal per mole) = 3.63
- highest occupied orbital energy (alpha / beta) (eV) = -14.2 / -14.2
- Kohn-Sham gap (alpha / beta) (Eh) = 0.2628 / 0.2506

```
54
C14H28BN8RuS2, DFT wB97M-V/def2-TZVPD
Ru -0.23199 -0.22364 0.37895
C -1.12788 1.97926 -3.07408
N 0.20281 2.28297 -2.56259
C 1.28440 2.62098 -3.33918
C 2.30832 2.87714 -2.48681
N 1.85376 2.70497 -1.20372
B 2.70999 3.14358 0.03418
N 2.91381 1.99029 1.10399
C 3.51694 2.34230 2.29225
C 3.75019 1.21670 3.00397
N 3.27458 0.16883 2.24993
C 3.34842 -1.23693 2.62395
C 2.76712 0.67115 1.10480
S 2.01338 -0.37234 -0.08967
C 0.57760 2.34283 -1.26945
S -0.48486 2.00683 0.07539
H -1.09429 2.04059 -4.15742
H -1.85141 2.69672 -2.69426
H -1.42372 0.97171 -2.78678
H 1.22661 2.66056 -4.41228
H 3.31971 3.18321 -2.68322
H 3.78909 3.43588 -0.39516
H 2.15622 4.04242 0.60490
H 3.74601 3.36967 2.51294
H 4.22178 1.06344 3.95834
H 3.71009 -1.29393 3.64658
H 4.03535 -1.77004 1.97022
H 2.36249 -1.69271 2.56007
N -2.41440 -0.27056 0.45307
C -3.06779 -1.35843 1.23075
C -2.76433 -2.72732 0.64246
C -1.29759 -3.12413 0.70119
N -0.47434 -2.29962 -0.23258
H -2.73357 0.63245 0.79611
H -2.75783 -0.31881 -0.50390
H -4.14483 -1.19071 1.25753
H -2.69975 -1.30126 2.25331
H -3.13030 -2.78556 -0.38903
H -3.33720 -3.47148 1.19699
H -1.17842 -4.17965 0.45592
H -0.90400 -2.97083 1.70694
H -0.87951 -2.37886 -1.16379
H 0.45424 -2.71192 -0.30378
C -0.09619 1.22539 5.44124
N -0.65175 0.05548 4.73864
C -1.36444 -0.96398 5.52314
C -0.49458 -0.07222 3.46116
N -0.35700 -0.17553 2.31502
H -0.90943 1.79142 5.89233
H 0.43643 1.85388 4.73244
H 0.59011 0.88674 6.21574
H -2.14540 -0.47910 6.10621
H -0.66726 -1.46692 6.19164
H -1.81559 -1.69184 4.85376
```

=====

Record 4
The following is a DFT calculation (wB97M-V/def2-TZVPD) of 7 unconnected molecules or ions with the total composition C14H28Br14.

- net charge = 0
- SMILES string = BrCCBr.BrCCBr.BrCCBr.BrCCBr.BrCCBr.BrCCBr.BrCCBr
- spin multiplicity = 1
- ΔE to the lowest compared entry with this formula, charge and spin (kcal per mole) = 19.20
- highest occupied orbital energy (eV) = -10.0
- Kohn-Sham gap (Eh) = 0.3720

```
56
C14H28Br14, DFT wB97M-V/def2-TZVPD
Br 17.85928 4.08543 15.96988
C 16.13134 3.74529 15.25217
C 15.14800 3.53132 16.34103
Br 13.41607 3.45046 15.52783
H 16.25557 2.88347 14.61837
H 15.81305 4.59503 14.65881
H 15.12775 4.37821 17.01432
H 15.35402 2.66305 16.95468
Br 21.47753 6.43708 19.70409
C 22.05118 5.82593 17.94558
C 21.29339 4.58228 17.59428
Br 21.70193 4.09229 15.78001
H 23.10516 5.60386 18.03541
H 21.87092 6.63462 17.25829
H 20.21814 4.68866 17.65935
H 21.59710 3.73661 18.19110
Br 13.65005 9.40592 17.96094
C 12.83152 9.03865 16.25367
C 12.49585 7.61390 16.22490
Br 11.58816 7.28413 14.55928
H 13.54360 9.25584 15.47352
H 11.95381 9.65213 16.19599
H 11.77614 7.35374 16.98314
H 13.36779 6.98276 16.26023
Br 19.11032 7.00756 14.06894
C 19.17523 8.88428 13.59694
C 20.56314 9.34454 13.66242
Br 20.60473 11.20566 13.05634
H 18.55686 9.34188 14.34760
H 18.74992 9.08989 12.62407
H 21.18433 8.81923 12.94692
H 21.02599 9.30956 14.63386
Br 16.07960 6.24498 18.96997
C 16.75378 7.88201 18.25683
C 18.16789 7.86753 18.48410
Br 18.93563 9.60943 18.19124
H 16.27584 8.73905 18.67648
H 16.62955 7.88211 17.17683
H 18.67671 7.15954 17.84714
H 18.38620 7.63083 19.51469
Br 23.59556 14.25685 18.20769
C 21.70989 13.75519 18.10047
C 21.51193 12.32509 18.51628
Br 21.87097 12.08884 20.42186
H 21.54135 13.85102 17.03532
H 21.17468 14.47152 18.69070
H 22.18034 11.67693 17.96377
H 20.48562 12.01137 18.35583
Br 10.40476 6.66774 20.59542
C 11.11436 4.93234 20.41696
C 11.98461 4.89183 19.28928
Br 12.70420 3.14281 19.07358
H 10.31040 4.20534 20.31456
H 11.63340 4.64942 21.32663
H 12.80844 5.58439 19.43858
H 11.49566 5.25884 18.38993
```

=====

Record 5
The following is a DFT calculation (wB97M-V/def2-TZVPD) of 2 unconnected molecules or ions with the total composition C14H28Cl2N3O5P.

- net charge = 0
- SMILES string = C/C(Cl)=C(\Cl)N(CC(=O)N(C)C)C(=O)OP(O)O.CCN(CC)CC
- spin multiplicity = 1
- highest occupied orbital energy (eV) = -8.3
- Kohn-Sham gap (Eh) = 0.3128

```
53
C14H28Cl2N3O5P, DFT wB97M-V/def2-TZVPD
C 2.26336 -0.80218 1.22435
C 0.96263 -1.69381 0.88620
Cl -0.62421 -1.02661 1.50248
C 1.01015 -2.92488 0.18525
Cl 2.70540 -3.47151 -0.31617
N -0.14957 -3.77723 -0.12172
C -1.13911 -3.11002 -1.02252
C -2.55609 -3.09624 -0.21717
O -2.70232 -3.86795 0.76193
N -3.69215 -2.23686 -0.57647
C -3.86499 -1.14941 0.42836
C -3.61340 -1.72629 -1.97301
C 0.27695 -5.06692 -0.74520
O 0.23114 -6.12634 -0.06731
O 0.71497 -5.17534 -2.08649
P 1.76483 -6.53385 -2.33003
O 0.78897 -7.64491 -3.23553
O 3.09801 -6.11209 -3.32758
H 2.53388 -0.10306 0.34737
H 2.09751 -0.13676 2.14863
H 3.18942 -1.43029 1.43078
H -1.35909 -3.73304 -1.97184
H -0.83062 -2.07829 -1.39142
H -4.98413 -0.93313 0.60685
H -3.45354 -1.46411 1.45841
H -3.35997 -0.16122 0.10670
H -4.68232 -1.41976 -2.28528
H -3.23364 -2.50759 -2.72950
H -2.98942 -0.75295 -2.05645
H -0.01089 -7.74986 -2.65856
H 3.69979 -5.48830 -2.86819
C 3.12361 5.15595 0.59792
C 1.82585 4.56529 0.06052
N 1.23090 3.55607 0.92941
C 0.15274 2.80503 0.28956
C -1.10729 3.57248 -0.10666
C 0.97186 3.96403 2.30731
C 0.05855 5.16838 2.53246
H 3.85617 4.37190 0.80935
H 3.55952 5.83009 -0.14389
H 2.96259 5.73691 1.50929
H 2.06187 4.10234 -0.90413
H 1.12742 5.38590 -0.14529
H -0.13272 1.96461 0.93184
H 0.56059 2.33736 -0.61519
H -1.72691 3.80520 0.76058
H -1.71795 2.95566 -0.77366
H -0.88358 4.49900 -0.63820
H 1.93368 4.17292 2.78816
H 0.57434 3.11105 2.86873
H 0.28532 5.99879 1.86044
H 0.18481 5.53647 3.55548
H -0.99291 4.90535 2.41908
```

=====

Record 6
The following is a DFT calculation (wB97M-V/def2-TZVPD) of a molecular structure, C14H28F6InN5O8S2.

- net charge = +2
- spin multiplicity = 1
- ΔE to the lowest compared entry with this formula, charge and spin (kcal per mole) = 92.28
- highest occupied orbital energy (eV) = -15.4
- Kohn-Sham gap (Eh) = 0.1216

```
64
C14H28F6InN5O8S2, DFT wB97M-V/def2-TZVPD
In -26.17062 -0.04004 -19.62187
C -29.45801 2.23196 -16.58618
F -30.00367 1.63948 -15.55265
F -30.14706 1.74978 -17.65838
F -29.66694 3.49939 -16.37749
S -27.52490 1.84731 -16.57398
O -26.99639 2.68063 -17.64854
O -27.07790 2.34376 -15.23105
N -27.33783 0.15127 -17.00151
S -27.53012 -0.63996 -15.64583
O -28.15497 0.05558 -14.50745
O -28.13722 -1.95809 -15.88074
C -25.62589 -1.00829 -15.28563
F -24.92701 0.13805 -15.22799
F -25.51502 -1.75773 -14.18031
F -24.96037 -1.72478 -16.24358
C -27.38942 -4.72453 -17.53918
C -26.36967 -3.77097 -18.31143
O -26.74405 -2.74380 -18.75347
N -25.15428 -4.17936 -18.63793
C -24.40247 -5.34255 -18.32813
H -28.28498 -4.89317 -18.13721
H -27.63187 -4.32624 -16.55395
H -27.01669 -5.73237 -17.35635
H -24.69090 -3.61544 -19.33606
H -23.43568 -5.27713 -18.82726
H -24.90493 -6.24765 -18.66934
H -24.36652 -5.32379 -17.23888
C -21.92329 -2.65339 -18.06749
C -22.73181 -2.02955 -19.14805
O -23.81576 -1.46770 -18.97665
N -22.00772 -1.72600 -20.19465
C -20.85406 -2.41250 -20.64724
H -21.72895 -3.70214 -18.29212
H -22.57038 -2.86540 -17.21636
H -20.98546 -2.13225 -17.87519
H -22.36083 -0.90957 -20.67304
H -20.04361 -2.26678 -19.93308
H -20.40867 -1.84806 -21.46646
H -20.97758 -3.48445 -20.80142
C -30.46263 1.18828 -21.55797
C -29.53176 2.07297 -20.83184
O -28.57741 1.59045 -20.26453
N -29.73932 3.33995 -20.80401
C -28.90781 4.32619 -20.09763
H -30.82310 0.36489 -20.94138
H -29.92885 0.80683 -22.42841
H -31.40316 1.65146 -21.85626
H -30.60051 3.70081 -21.18899
H -27.89716 3.91877 -20.07103
H -29.11810 4.39069 -19.03006
H -29.01927 5.32622 -20.51670
C -22.02797 1.08933 -16.80258
C -23.17204 1.89854 -17.50235
O -24.09835 1.30585 -18.08110
N -22.93165 3.19498 -17.48436
C -24.00197 4.21367 -17.79345
H -21.08291 1.47482 -17.18517
H -22.11595 0.00986 -16.92545
H -21.95271 1.34698 -15.74615
H -22.18848 3.69887 -17.02186
H -23.66661 4.99173 -18.47920
H -24.20682 4.77247 -16.88028
H -24.86758 3.70384 -18.21641
```